The following is a quantum chemistry calculation of an isolated molecule of C20H27N3O5S, from OMol25.

Geometry (Å):
H -4.90861 -1.97698 3.41154
C -0.97164 0.22018 2.23311
C 2.12409 0.19711 -2.06305
N -0.54567 -2.64533 2.51205
H 1.36101 5.02032 0.63336
C 1.57228 2.10074 -0.61537
O 2.33372 -2.47929 -2.45386
H -4.71953 -1.56023 1.70616
H -2.60026 -1.22170 3.87661
O 1.41439 3.42653 -0.59138
C 2.16597 3.75739 -3.25992
C -2.05300 -0.78101 1.83716
H -3.05457 -2.86236 0.26623
C -2.56181 -3.18043 1.18677
O -0.82511 -1.73955 -0.83314
H -3.10040 -3.65876 3.21922
H 1.15609 4.10482 -3.05128
H 1.36296 3.43632 1.46995
C -1.45140 -2.15875 1.49969
H -0.96758 4.57542 -0.15902
H -3.53566 0.07188 3.13440
H -0.28077 0.40429 1.41554
C 1.76985 -2.99806 -0.18320
H 2.66360 -3.04166 0.45046
S 2.56470 -0.24772 -3.65533
C -4.18822 -1.90769 2.59456
N 0.67133 -2.61253 0.67241
H 2.08247 2.29200 -6.03496
H -0.80730 -2.79412 3.47031
H 3.12462 0.86771 -6.10557
H 3.78680 2.42196 -5.59055
C 2.02351 -2.06646 -1.35559
H -2.54883 -0.43011 0.92606
C -3.58112 -3.27705 2.31571
C 2.91012 1.77580 -5.54899
H -0.88976 4.49657 1.60857
H 2.44414 4.06094 -4.26460
H -4.36209 -3.98461 2.03279
C 0.68409 -2.93302 2.04536
C -0.53523 -2.11072 0.27532
H 2.83274 4.23623 -2.54590
H 1.67606 -0.35191 -0.17766
C 2.24027 2.27264 -3.12261
H -2.10433 -4.15614 1.00634
C -0.56478 4.02306 0.68651
C -3.09341 -0.90940 2.95290
O 1.38981 1.40070 0.37356
C 2.56913 1.43152 -4.13908
N 1.94841 -0.74298 -1.08184
H -0.40194 -0.13929 3.08738
C 1.97729 1.56556 -1.90262
H 1.59346 -3.99822 -0.59668
H -1.43136 1.16640 2.50956
H -0.94800 3.00602 0.65587
C 0.95654 4.00577 0.62749
O 1.63293 -3.37182 2.63925

For the HOMO energy, the calculation gives -0.2889 hartree. As for the multiplicity: 1. The energy above the lowest of the compared OMol25 structures with the same formula, charge and spin is 0.0 kJ/mol. As for the HOMO-LUMO gap: 0.3145 Ha. The structure (SMILES) is CCOC(=O)c1c(NC(=O)CN2C(=O)N[C@]3(CCCC[C@H]3C)C2=O)sc(C)c1C.

natural (NBO) population analysis, charges in e, atoms 1 to 5: atom 1 (H): 0.211, atom 2 (C): -0.619, atom 3 (C): 0.071, atom 4 (N): -0.636, atom 5 (H): 0.190


The following is a quantum chemistry calculation of an isolated molecule of C20H27N5O4, from OMol25.

Geometry (Å):
H 3.57413 1.97030 -4.94214
C -6.51960 1.52781 2.34891
C 4.68776 -2.00607 -3.84960
H -6.56359 1.15633 3.38124
C -0.73614 -0.16127 2.01979
H 1.53285 0.55714 0.60532
O 4.09292 0.27212 -1.21224
C 3.03984 -1.68322 0.39049
H 3.57357 -0.80259 0.73813
N -2.14275 -0.09586 2.38145
C -5.07993 1.85466 2.03889
C 4.10367 -0.98708 -3.18191
H -1.40797 2.42879 1.35282
H -0.76764 -2.29280 2.08863
O -7.32604 2.66092 2.16923
H 2.99058 -3.89295 -1.16601
C 1.09324 -2.88196 -1.26657
C -2.45149 2.22077 1.53238
H -6.81999 0.70424 1.68796
C -3.38426 3.17463 1.31206
C 1.29585 -1.66560 2.18729
H -0.32093 -1.54485 3.61300
N -4.73761 2.99157 1.54558
C 2.57478 -2.98001 -1.60293
H 1.65706 -2.63296 2.54415
H 0.64179 -2.05980 -1.83489
H -3.57225 4.71645 -0.13829
C 3.81308 -0.79588 -1.73607
H 0.58209 -3.80385 -1.54502
C 0.96299 -0.26211 0.15591
C -0.51591 -0.12368 0.50025
C -0.17884 -1.48768 2.53191
C -2.83272 0.92586 2.06016
O 4.88535 -1.68281 -5.12615
H 2.70521 -3.01517 -2.68032
O 0.88347 -2.71566 0.11960
H -8.24043 2.40730 2.32508
H -3.35948 5.29103 1.50425
H 3.80317 1.88063 -3.17178
H 5.03029 -2.98324 -3.54976
H -0.17128 0.66595 2.48032
H -1.08231 -0.95116 0.06265
H -1.96425 4.63543 0.61775
N -4.20910 0.85523 2.31115
H -4.52392 -0.01904 2.70708
H 1.12031 -0.17150 -0.92081
H 2.29992 1.32024 -3.90160
N 3.27376 -1.83359 -1.04016
H -0.90873 0.79371 0.06212
C 1.54750 -1.57173 0.68917
C 3.96623 0.02650 -4.18847
C 3.37994 1.38850 -4.04415
H 1.89276 -0.89160 2.68179
C -3.03350 4.53207 0.79202
N 4.41315 -0.39180 -5.33544
H 3.43340 -2.57062 0.89578

For the HOMO energy, the calculation gives -0.2994 hartree. As for the multiplicity: 1. The energy above the lowest of the compared OMol25 structures with the same formula, charge and spin is 122.0 kJ/mol. As for the HOMO-LUMO gap: 0.3201 Ha. The structure (SMILES) is Cc1c/c(=N\[C@H]2CC[C@@]3(CC2)CN(C(=O)c2conc2C)CCO3)[nH]c(CO)n1.

natural (NBO) population analysis, charges in e, atoms 1 to 5: atom 1 (H): 0.235, atom 2 (C): -0.107, atom 3 (C): 0.176, atom 4 (H): 0.176, atom 5 (C): -0.050


The following is a quantum chemistry calculation of an isolated molecule of C20H27N5O4, from OMol25.

Geometry (Å):
H -6.76824 -0.52759 -2.66568
H -2.59569 4.24077 -3.37855
C 4.38016 -1.80121 3.20301
C 3.48842 -2.44398 4.08995
H -4.48626 -0.82907 -1.55350
H -4.10308 4.02750 -4.28469
H -0.38961 -1.26130 -2.37238
H 2.13617 -4.09835 4.17113
H -0.78032 -2.18476 -0.16033
C 2.16471 -3.07490 3.80150
H 3.83276 0.92173 -0.21027
C -2.72749 1.75917 -2.47613
O 5.17137 -1.81083 5.25681
O 4.53897 -2.39402 0.94166
H -0.32544 1.51222 -1.11407
H -4.15189 4.63371 -2.62905
H 6.33565 -0.90370 3.82025
H 1.59706 -2.00329 -0.84202
C -0.31907 -1.19959 -0.24258
C 1.55604 0.58071 -1.58874
H 1.35403 -2.52633 4.28111
H -0.10530 1.09810 -2.82173
N -2.16107 -0.54656 -1.62023
C 3.39413 -0.05852 0.00630
H 3.87117 -0.77513 -0.65483
C -6.68280 0.38325 -2.06222
O 1.33866 0.97606 0.71858
C -0.71140 -0.56875 -1.58385
H 1.42807 -1.79989 0.87930
N -5.10035 2.13536 -2.67564
N 3.95267 -2.45269 5.31182
H 1.13871 1.46072 2.68198
H 1.96412 -3.10830 2.73092
H 2.05252 1.54604 -1.72480
H 1.96782 -0.08842 -2.34927
H 1.14030 -0.26518 2.36617
H -6.81811 0.10196 -1.01157
C 1.19483 -1.33033 -0.08054
N 3.66281 -0.35476 1.40364
H -8.52234 0.91883 -2.34601
H 3.39038 0.51171 3.34518
H -1.74472 2.17917 -2.60130
O -7.65603 1.31918 -2.44769
C -5.30204 0.94919 -2.23652
C 4.20881 -1.54562 1.76130
C 0.04806 0.74999 -1.79896
H -0.73134 -0.59506 0.56925
C 1.88197 0.03050 -0.20619
H 3.52335 1.60623 1.98976
C -2.92524 0.40743 -1.98205
C 5.40882 -1.42117 3.99849
C -3.64185 3.94418 -3.30104
C 1.60226 0.68466 2.07212
C 3.10557 0.64396 2.30665
C -3.78523 2.54253 -2.79117
N -4.29547 0.10445 -1.89331

For the HOMO energy, the calculation gives -0.2959 hartree. As for the multiplicity: 1. The energy above the lowest of the compared OMol25 structures with the same formula, charge and spin is 163.2 kJ/mol. As for the HOMO-LUMO gap: 0.3172 Ha. The structure (SMILES) is Cc1c/c(=N\[C@H]2CC[C@@]3(CC2)CN(C(=O)c2conc2C)CCO3)[nH]c(CO)n1.

natural (NBO) population analysis, charges in e, atoms 1 to 5: atom 1 (H): 0.179, atom 2 (H): 0.209, atom 3 (C): -0.265, atom 4 (C): 0.174, atom 5 (H): 0.417


The following is a quantum chemistry calculation of an isolated molecule of C20H27N5O4S2, from OMol25.

Geometry (Å):
C 2.88161 -0.54126 1.56242
H -3.20928 1.37519 0.88660
H -3.07677 6.54145 2.10314
C 1.21989 -2.19351 -4.46518
H 3.09089 -0.98079 2.54057
H -0.09211 -5.71425 -3.48014
N 0.15173 -2.08984 -0.18892
H 0.04052 6.21248 3.82084
C 3.52446 -3.71726 -1.87588
N 1.94112 -1.33970 0.83240
C 0.23683 -4.68140 -3.35812
S 3.87858 -2.89818 -0.29632
C -0.72468 -3.72086 -4.05356
C -2.56258 4.49290 1.66535
C -1.18721 4.42839 3.63699
C -2.03619 1.43501 2.65778
H -0.37469 3.88022 3.13264
H 0.80753 -0.26432 3.24286
N -2.46818 4.10729 3.05377
H -0.76109 1.30033 4.35071
H 2.34919 -5.20639 -3.52238
C 1.63526 -4.50660 -3.95397
H -2.25144 6.31877 0.52869
C -2.30890 1.02461 1.36544
C -0.04238 0.11866 2.70035
H -0.19254 -2.01976 -2.85977
H 3.81275 -0.50119 0.99449
O -4.41207 2.55772 2.85511
O -1.02805 6.31229 2.12236
C -2.28530 5.99583 1.57015
H 2.87060 -4.55628 -1.65497
H -1.62943 -0.19038 -0.27045
H 1.59983 -4.69324 -5.03422
H 1.23791 -2.42800 -5.53457
H -1.71649 -3.79856 -3.60707
C -0.28992 -0.28909 1.38889
S -3.11489 2.62237 3.45602
C -0.95683 5.93370 3.47745
H -3.57122 4.25684 1.32824
C 2.88065 -2.67889 -2.79936
H -1.71524 6.47626 4.05938
H 4.48018 -4.05910 -2.27282
H 1.63007 -1.19524 -4.30927
H 0.27283 -4.44045 -2.29417
O 3.13183 -1.49633 -2.65828
C 0.57920 -1.21575 0.68875
N 2.07263 -3.14099 -3.76907
H -0.80738 -3.98429 -5.11181
N 1.19026 -2.80477 -0.62592
C -1.43888 0.15927 0.73158
O -2.98703 2.48728 4.87579
H -1.22622 4.14533 4.68828
H -0.84957 -1.59421 -4.45062
C -0.91697 0.98563 3.33092
C -0.20395 -2.29233 -3.91623
H 2.48805 0.46659 1.68760
H -1.82760 3.94663 1.05220
C 2.26065 -2.34784 -0.02465

For the HOMO energy, the calculation gives -0.3107 hartree. As for the multiplicity: 1. The energy above the lowest of the compared OMol25 structures with the same formula, charge and spin is 92.0 kJ/mol. As for the HOMO-LUMO gap: 0.3147 Ha. The structure (SMILES) is Cn1c(SCC(=O)N2CCCCC2)nnc1-c1ccc(S(=O)(=O)N2CCOCC2)cc1.

natural (NBO) population analysis, charges in e, atoms 1 to 5: atom 1 (C): -0.415, atom 2 (H): 0.243, atom 3 (H): 0.172, atom 4 (C): -0.222, atom 5 (H): 0.207


Number 1 is which compound? C20H27N3O5S